[1]
DFT (the ωB97M-V functional and the def2-TZVPD basis) results for a 2-piece molecular cluster, ClH3N2 overall.

Geometry as ORCA input:
```
! wB97M-V def2-TZVPD RIJCOSX def2/J DEFGRID3
* xyz 0 1
N -1.084 -0.566 0.144
N 0.937 1.093 -0.064
Cl 2.083 0.167 -0.622
H -0.735 -1.492 -0.113
H -1.980 -0.391 -0.245
H 0.779 1.190 0.900
*
```

Output
Energy above the lowest of the compared OMol25 structures with the same formula, charge and spin (eV): 4.462
Kohn-Sham gap (eV): 6.0
Lowest unoccupied orbital energy (eV): -2.513

=====

[2]
DFT (the ωB97M-V functional and the def2-TZVPD basis) results for a single C5H6 molecule.

Geometry as ORCA input:
```
! wB97M-V def2-TZVPD RIJCOSX def2/J DEFGRID3
* xyz 0 1
C 1.642 -0.819 -0.093
C 1.378 0.329 0.142
C 0.144 1.259 -0.008
C -1.009 0.300 -0.031
C -0.949 -1.036 -0.005
H 2.463 -1.455 0.110
H -0.136 1.982 0.765
H 0.271 1.914 -0.882
H -1.893 0.788 -0.051
H -0.086 -1.618 -0.075
H -1.826 -1.644 0.130
*
```

Output
Energy above the lowest of the compared OMol25 structures with the same formula, charge and spin (eV): 3.326
Kohn-Sham gap (eV): 10.6
SMILES: C#CCC=C
Lowest unoccupied orbital energy (eV): 0.968

=====

[3]
DFT (the ωB97M-V functional and the def2-TZVPD basis) results for a single C7H10O2 molecule.

Geometry as ORCA input:
```
! wB97M-V def2-TZVPD RIJCOSX def2/J DEFGRID3
* xyz 0 1
C 1.647 0.416 -0.040
C 2.354 1.168 -0.805
C -2.728 -0.601 -1.413
C -1.622 0.036 -1.141
C 1.454 -1.035 0.513
C 0.123 -0.878 1.284
C -0.287 0.557 0.828
O -0.292 1.455 1.832
O -1.396 0.769 -0.010
H 1.945 2.153 -0.989
H 3.379 1.005 -1.085
H -2.796 -1.089 -2.343
H -3.463 -0.830 -0.648
H -0.803 -0.097 -1.917
H 1.260 -1.685 -0.278
H 2.250 -1.280 1.276
H -0.609 -1.591 1.021
H 0.225 -0.867 2.365
H -0.641 2.393 1.549
*
```

Output
Energy above the lowest of the compared OMol25 structures with the same formula, charge and spin (eV): 4.608
Kohn-Sham gap (eV): 8.6
Lowest unoccupied orbital energy (eV): 0.862